{"formula": "C38H35ClN2RuSi2", "method": "ωB97M-V with the def2-TZVPD basis set", "max_force_ev_per_a": 2.612, "total_charge": 2, "gap_ev": [6.2, 3.3], "e_homo_ev": [-11.7, -13.0], "e_above_lowest_kj_mol": 4.1, "spin_multiplicity": 5, "lumo_energy_ha": [-0.201, -0.355], "species": ["C", "C", "C", "H", "C", "C", "H", "H", "H", "H", "Ru", "Si", "C", "C", "H", "C", "H", "C", "H", "C", "H", "C", "H", "C", "C", "H", "C", "H", "C", "H", "C", "H", "C", "H", "H", "Si", "C", "C", "H", "C", "H", "C", "H", "C", "H", "C", "H", "C", "C", "H", "C", "H", "C", "H", "C", "H", "C", "H", "H", "Cl", "N", "C", "C", "C", "C", "C", "C", "C", "C", "N", "C", "H", "H", "H", "H", "H", "H", "H", "H"], "xyz": [[-1.36416, -0.59101, 1.84702], [-2.01515, 0.09094, 0.77862], [-1.92116, -0.73295, -0.40718], [-2.56841, 1.01966, 0.85272], [-1.07749, -1.85558, -0.06771], [-0.76510, -1.75736, 1.32902], [-0.16367, -2.47056, 1.88344], [-1.35961, -0.27295, 2.88773], [-2.41397, -0.57201, -1.35189], [-0.79858, -2.64608, -0.74106], [0.05778, 0.01186, -0.37633], [2.72825, 0.37488, -7.70574], [2.06428, 1.88893, -8.59808], [2.64779, 2.51715, -9.72159], [3.58087, 2.13388, -10.14340], [2.02564, 3.61724, -10.32865], [2.48460, 4.09652, -11.20031], [0.80427, 4.10106, -9.83201], [0.31604, 4.96054, -10.30389], [0.20795, 3.47222, -8.73381], [-0.75846, 3.82130, -8.35699], [0.83790, 2.38044, -8.11945], [0.35351, 1.88670, -7.27127], [2.19569, -1.13670, -8.70797], [1.12378, -1.07896, -9.61482], [0.73910, -0.11616, -9.95740], [0.53618, -2.25678, -10.11089], [-0.31247, -2.19560, -10.79959], [1.05636, -3.50216, -9.75620], [0.57952, -4.42160, -10.11000], [2.23571, -3.56212, -8.99250], [2.70971, -4.52903, -8.81275], [2.81304, -2.39204, -8.49947], [3.75542, -2.44090, -7.95233], [2.09420, 0.26396, -6.37333], [0.26384, 0.26482, -2.64641], [-0.37115, -1.34068, -3.37888], [-1.44788, -1.32954, -4.26794], [-1.93559, -0.38780, -4.52519], [-1.91386, -2.52705, -4.81046], [-2.79254, -2.52175, -5.46379], [-1.28448, -3.73575, -4.48567], [-1.64206, -4.67071, -4.91265], [-0.21378, -3.75293, -3.58657], [0.23652, -4.69626, -3.25501], [0.26576, -2.54442, -3.07145], [1.11472, -2.55422, -2.38293], [-0.76569, 1.72353, -3.22830], [-1.99209, 2.05292, -2.65206], [-2.31508, 1.61608, -1.70704], [-2.83960, 2.95891, -3.29592], [-3.79864, 3.22119, -2.83511], [-2.45533, 3.52235, -4.51254], [-3.12600, 4.19495, -5.03454], [-1.19793, 3.25286, -5.05619], [-0.85509, 3.74165, -5.97375], [-0.35058, 2.36420, -4.40261], [0.63582, 2.19245, -4.83718], [4.23554, 0.52949, -7.51675], [2.14718, 0.64984, -3.46090], [0.26358, 2.11723, 0.10189], [0.90220, 2.31058, 1.40098], [0.81537, 3.45953, 2.16221], [1.56014, 3.52284, 3.36279], [2.41396, 2.49643, 3.74497], [2.47433, 1.27694, 3.01159], [3.22257, 0.12352, 3.35612], [3.11293, -1.03273, 2.59967], [2.32377, -1.02525, 1.44446], [1.67786, 0.08368, 1.03200], [1.70327, 1.22735, 1.80499], [0.83585, 2.59139, -0.61508], [-0.63931, 2.58938, 0.04820], [0.21748, 4.30722, 1.83463], [1.48446, 4.40567, 3.99116], [3.06999, 2.59181, 4.61338], [3.89012, 0.16099, 4.22109], [3.59368, -1.96722, 2.88763], [2.16008, -1.91459, 0.84443]], "lowdin_spin": [0.040, 0.148, 0.022, 0.009, 0.049, 0.187, 0.010, -0.001, 0.012, 0.011, 2.181, 0.041, 0.007, 0.007, 0.000, 0.002, 0.000, 0.004, 0.000, 0.006, 0.000, 0.000, 0.000, 0.305, 0.118, 0.002, 0.045, -0.001, 0.271, 0.010, 0.075, 0.001, 0.076, 0.001, 0.015, 0.059, 0.010, 0.002, 0.000, 0.001, 0.000, 0.003, 0.000, 0.001, 0.000, 0.009, 0.004, 0.002, 0.002, 0.001, 0.000, 0.000, -0.001, 0.000, 0.000, 0.000, 0.000, 0.000, 0.015, 0.014, 0.064, 0.002, 0.006, -0.001, 0.005, 0.002, 0.011, 0.002, 0.026, 0.088, 0.010, 0.004, 0.003, 0.001, 0.000, 0.000, 0.001, 0.000, 0.005]}

=====

{"formula": "C21H24N2O3", "method": "ωB97M-V with the def2-TZVPD basis set", "max_force_ev_per_a": 0.476, "gap_ev": 9.2, "e_homo_ev": -8.5, "e_above_lowest_kj_mol": 93.8, "lumo_energy_ha": 0.027, "species": ["C", "C", "C", "C", "C", "C", "C", "H", "H", "O", "C", "C", "O", "N", "C", "H", "C", "N", "C", "O", "C", "C", "C", "C", "C", "C", "C", "H", "H", "H", "H", "H", "H", "H", "C", "H", "C", "H", "H", "H", "H", "H", "H", "H", "H", "H", "H", "H", "H", "H"], "xyz": [[4.10128, -1.86708, 1.34553], [2.86889, -2.15239, 0.54062], [1.84189, -2.92981, 1.06703], [0.71189, -3.20870, 0.32818], [0.58007, -2.71831, -0.97038], [1.60195, -1.95030, -1.51085], [2.72790, -1.67383, -0.75240], [3.51162, -1.07082, -1.18771], [1.54040, -1.56065, -2.51383], [-0.58909, -3.04451, -1.61038], [-0.89987, -2.39901, -2.82436], [-0.82315, -0.86973, -2.77294], [-0.32902, -0.25078, -3.69791], [-1.28848, -0.25932, -1.66314], [-2.04328, -0.86485, -0.58801], [-1.40882, -0.94470, 0.30445], [-3.25684, 0.01428, -0.25972], [-2.79762, 1.33825, 0.10095], [-2.78133, 1.68731, 1.41281], [-3.38265, 1.03722, 2.24565], [-1.94190, 2.89663, 1.80043], [-0.48457, 2.54936, 1.63716], [-0.01836, 1.32225, 2.10033], [1.29999, 0.95098, 1.90970], [2.17564, 1.80960, 1.26579], [1.72770, 3.04279, 0.82512], [0.40414, 3.40873, 1.00519], [0.06229, 4.37164, 0.65129], [2.40784, 3.72139, 0.33201], [3.20339, 1.51838, 1.11200], [1.64189, -0.01269, 2.25552], [-0.70013, 0.65542, 2.60815], [-2.20827, 3.77936, 1.21845], [-2.15925, 3.10059, 2.85182], [-2.09706, 1.96728, -0.99258], [-2.79567, 2.05108, -1.83383], [-0.89806, 1.11591, -1.41369], [-0.14411, 1.12341, -0.61759], [-0.45553, 1.50527, -2.33193], [-1.75538, 2.96354, -0.72417], [-3.91965, 0.08404, -1.12775], [-3.80375, -0.39979, 0.58827], [-2.37988, -1.86016, -0.86808], [-1.91641, -2.71906, -3.07451], [-0.23065, -2.72271, -3.63210], [-0.08699, -3.80799, 0.73632], [1.92795, -3.31781, 2.07197], [4.64749, -1.02214, 0.93370], [3.84940, -1.65329, 2.38255], [4.76217, -2.73430, 1.33684]], "mulliken_charge": [-1.640, 0.624, -0.397, -0.554, 0.636, -0.360, -0.633, 0.355, 0.425, -0.519, -0.779, 0.670, -0.689, 0.275, -0.278, 0.018, -1.491, 0.159, 0.875, -0.660, -1.304, 0.373, -0.217, -0.445, -0.420, -0.677, -0.183, 0.361, 0.388, 0.384, 0.396, 0.435, 0.428, 0.353, -0.988, 0.387, -0.188, -0.273, 0.537, 0.422, 0.338, 0.483, 0.702, 0.371, 0.384, 0.454, 0.359, 0.341, 0.357, 0.406]}

=====

{"formula": "C25H30BrF2NO4", "method": "ωB97M-V with the def2-TZVPD basis set", "max_force_ev_per_a": 9.532, "gap_ev": 8.9, "e_homo_ev": -9.2, "lumo_energy_ha": -0.011, "species": ["C", "C", "C", "C", "C", "O", "N", "O", "C", "C", "C", "Br", "O", "C", "O", "C", "C", "C", "C", "H", "H", "H", "H", "H", "H", "H", "H", "H", "H", "H", "H", "H", "H", "H", "H", "H", "H", "H", "H", "F", "C", "C", "C", "C", "C", "C", "H", "H", "H", "H", "H", "F", "C", "C", "C", "C", "C", "C", "H", "H", "H", "H", "H"], "xyz": [[2.91563, 2.65292, 1.69511], [1.53374, 2.91644, 1.74413], [-0.06793, 3.19986, 1.87399], [-1.00693, 2.70344, 0.63373], [-0.32029, 2.60193, -0.83613], [-0.95232, 1.58301, -1.74252], [-1.55778, 2.17406, -2.78118], [-2.72409, 1.74211, -2.72244], [-2.31744, 3.74459, 0.67210], [-2.15835, 5.16587, -0.05015], [-0.71757, 5.92249, -0.00567], [-2.79078, 5.22185, -1.99117], [-1.62391, 1.41432, 0.95765], [-0.73309, 0.30251, 1.18528], [0.08115, 0.07841, 2.24062], [-0.83262, -0.98122, 0.14188], [0.53708, -1.44891, -0.56723], [1.86834, -0.54154, -0.36365], [0.26553, -1.50374, -2.21755], [4.05218, 2.31937, 1.79696], [-0.43081, 2.56755, 2.82217], [-0.21562, 4.32258, 2.20172], [0.82805, 2.31281, -0.84863], [-0.37251, 3.60180, -1.48806], [-3.28401, 3.19604, 0.25738], [-2.51145, 3.92697, 1.82831], [-2.92388, 5.91011, 0.48999], [-0.55322, 6.39721, 1.07739], [-0.73620, 6.86432, -0.73853], [0.22347, 5.25810, -0.20528], [-1.65630, -0.72975, -0.65474], [-1.25915, -1.90751, 0.76220], [0.73524, -2.58660, -0.26794], [2.78572, -1.18285, -0.78226], [1.82978, 0.40356, -1.09142], [2.16016, -0.27152, 0.73464], [0.70353, -0.51996, -2.70905], [-0.86755, -1.59800, -2.49230], [0.82847, -2.41339, -2.71012], [6.40489, 0.42846, 1.85784], [5.84119, -0.77150, 2.05004], [6.64633, -1.90352, 2.11280], [6.06029, -3.15253, 2.31804], [4.67316, -3.25688, 2.44745], [3.87311, -2.11538, 2.37796], [4.46040, -0.86539, 2.18391], [7.72115, -1.80407, 2.00179], [6.68168, -4.04271, 2.37641], [4.21611, -4.23180, 2.60306], [2.79338, -2.19957, 2.47484], [3.85434, 0.03325, 2.13635], [-1.95022, -2.80989, -1.76401], [-3.13095, -3.43917, -1.83115], [-4.30588, -2.69974, -1.75104], [-5.53549, -3.35398, -1.82606], [-5.57637, -4.74305, -1.96954], [-4.39155, -5.47693, -2.04393], [-3.16231, -4.82125, -1.98012], [-4.25455, -1.62249, -1.63128], [-6.45979, -2.78413, -1.77225], [-6.53565, -5.25339, -2.02353], [-4.42588, -6.55840, -2.15146], [-2.23170, -5.37519, -2.04532]], "mulliken_charge": [-0.707, -0.121, -0.257, 1.130, -0.586, -0.119, 0.134, -0.289, -1.121, -0.159, -0.896, -0.130, -0.346, 0.024, -0.555, -0.054, 0.488, -0.451, -1.130, 0.334, 0.384, 0.435, 0.052, 0.383, 0.337, 0.355, 0.418, 0.282, 0.319, 0.216, -0.077, 0.465, 0.363, 0.394, 0.157, -0.440, 0.224, 0.281, 0.347, -0.300, 0.490, -0.384, -0.394, -0.489, -0.362, -0.221, 0.409, 0.359, 0.368, 0.419, 0.054, 0.060, 0.287, -0.246, -0.511, -0.486, -0.437, -0.589, 0.438, 0.363, 0.354, 0.357, 0.380]}

=====

{"formula": "C39H57O3P2PdS2", "method": "ωB97M-V with the def2-TZVPD basis set", "max_force_ev_per_a": 4.055, "total_charge": -1, "gap_ev": 6.2, "e_homo_ev": -3.8, "e_above_lowest_kj_mol": 130.4, "lumo_energy_ha": 0.085, "species": ["Pd", "O", "S", "C", "C", "C", "C", "C", "C", "C", "C", "C", "C", "C", "C", "H", "H", "H", "H", "H", "H", "H", "H", "H", "H", "C", "P", "C", "C", "O", "H", "H", "H", "H", "H", "H", "H", "H", "H", "O", "P", "C", "C", "C", "C", "C", "C", "C", "C", "C", "C", "C", "C", "C", "C", "C", "C", "C", "C", "H", "H", "H", "H", "H", "H", "H", "H", "H", "H", "H", "H", "H", "H", "H", "H", "H", "H", "H", "H", "H", "H", "H", "H", "H", "H", "H", "H", "H", "H", "H", "H", "H", "S", "C", "C", "C", "C", "C", "C", "H", "H", "H", "H", "H"], "xyz": [[-0.52651, -3.89371, -2.63477], [3.40393, -1.56173, -1.71340], [2.51106, -2.30915, -0.80514], [3.61825, -2.87305, 0.52832], [3.27395, -3.90868, 1.37293], [4.10072, -4.13293, 2.47712], [5.05881, -3.21951, 2.82638], [5.35807, -2.16092, 2.00312], [4.67798, -2.01073, 0.80880], [2.17135, -3.88060, -1.61223], [0.95735, -4.48008, -1.16081], [0.52190, -5.64878, -1.84235], [1.33295, -6.15972, -2.85031], [2.56007, -5.60318, -3.20605], [2.97716, -4.37826, -2.56627], [2.38570, -4.51547, 1.24953], [4.00451, -5.03638, 3.06505], [5.64026, -3.38072, 3.72920], [6.16164, -1.53043, 2.25880], [5.04466, -1.26919, 0.11128], [0.48659, -4.13093, -0.29970], [-0.18344, -6.42899, -1.46424], [1.04758, -7.03511, -3.45825], [3.13873, -5.97349, -4.05685], [3.96879, -3.96076, -2.81908], [-2.24978, -4.26259, 0.56935], [-1.16430, -3.87433, 1.99257], [-0.54076, -2.21908, 1.48014], [-2.44957, -3.57535, 3.27408], [-0.14340, -4.85508, 2.32198], [-3.06798, -3.60412, 0.46065], [-2.64011, -5.32391, 0.68245], [-1.60218, -4.24935, -0.36182], [-1.24149, -1.39831, 1.37410], [-0.00944, -2.36099, 0.52095], [0.24634, -1.92692, 2.19830], [-3.27659, -3.04684, 2.80331], [-2.07772, -2.88761, 4.03502], [-2.72893, -4.41490, 3.90233], [-0.99218, 1.15964, 1.36950], [-0.07099, 2.08141, 0.60126], [1.39085, 2.65723, 1.63720], [1.91692, 4.10774, 1.49213], [0.99307, 5.13322, 2.24741], [0.85872, 4.73256, 3.73318], [0.30175, 3.35068, 3.80659], [1.09689, 2.26840, 3.08316], [-1.21795, 3.43029, -0.12633], [-0.69497, 4.59050, -0.91608], [-1.71827, 5.81510, -0.92019], [-3.15053, 5.27189, -1.04663], [-3.54608, 4.51273, 0.27397], [-2.27778, 3.80110, 0.92294], [0.77389, 1.38745, -0.92472], [-0.20324, 0.81842, -2.00106], [0.16824, 1.43746, -3.39382], [1.61293, 1.18919, -3.81700], [2.57818, 1.56119, -2.68500], [1.82835, 2.31274, -1.57949], [2.20424, 2.05193, 1.26672], [2.01660, 4.40255, 0.49730], [2.92389, 4.15373, 1.96932], [0.07866, 5.11303, 1.71143], [1.43048, 6.15671, 2.26419], [0.10306, 5.35648, 4.23841], [1.81460, 4.84484, 4.29508], [-0.65833, 3.38223, 3.31929], [0.10681, 3.07437, 4.81553], [0.65015, 1.27793, 3.18135], [2.06260, 2.26570, 3.58630], [-1.74682, 2.79062, -0.83262], [-0.56501, 4.27970, -1.94040], [0.21887, 5.01606, -0.62635], [-1.57070, 6.48887, -1.77153], [-1.57376, 6.36973, 0.00036], [-3.16273, 4.65600, -1.89530], [-3.79908, 6.13386, -1.32417], [-4.25874, 3.74714, 0.08999], [-4.04964, 5.19609, 0.97787], [-2.61136, 2.94484, 1.53014], [-1.86723, 4.61674, 1.56768], [1.37922, 0.58546, -0.46040], [-1.22811, 0.94145, -1.77646], [-0.06993, -0.31022, -2.07174], [0.07872, 2.52254, -3.31693], [-0.61545, 1.11237, -4.07495], [1.78675, 1.65779, -4.76748], [1.68063, 0.14108, -4.10414], [3.39737, 2.19735, -2.98859], [3.02246, 0.59782, -2.29075], [1.39801, 3.23452, -1.84501], [2.52838, 2.46058, -0.71610], [-2.17982, -2.56910, -3.57188], [-3.38345, -2.29337, -2.31465], [-3.10300, -1.38789, -1.25462], [-3.98433, -1.11280, -0.17284], [-5.26997, -1.63140, -0.21817], [-5.59077, -2.52201, -1.25776], [-4.65953, -2.87288, -2.26227], [-2.13560, -0.97221, -1.25455], [-3.58756, -0.43084, 0.57968], [-6.01060, -1.30859, 0.50173], [-6.60425, -2.88175, -1.25003], [-4.98963, -3.61417, -2.98411]], "mulliken_charge": [-0.075, -0.878, 1.520, 0.572, -0.342, -0.803, -0.365, -0.676, -0.695, 0.614, -0.652, -0.082, -0.501, -0.731, -0.189, 0.236, 0.364, 0.365, 0.461, 0.480, -0.554, 0.358, 0.332, 0.327, 0.363, -0.238, 0.946, -0.103, -1.240, -0.727, -0.022, 0.405, -0.121, 0.049, -0.280, 0.422, 0.308, 0.383, 0.379, -0.918, 1.102, 0.072, -1.522, 0.090, -0.949, -0.288, -1.308, 0.557, -0.844, -0.946, -0.729, -1.050, -1.081, 0.820, 0.405, -1.238, -0.872, -0.148, -1.178, 0.927, 0.519, 0.517, -0.401, 0.364, 0.406, 0.344, 0.020, 0.514, 0.319, 0.600, 0.267, 0.570, -0.199, 0.508, 0.324, 0.330, 0.467, 0.342, 0.456, 0.492, 0.126, -0.183, 0.252, -0.309, 0.171, 0.520, 0.511, 0.335, 0.537, -0.172, 0.358, 0.176, -0.435, 0.049, 0.185, -0.599, -0.512, -0.473, -0.476, 0.135, 0.421, 0.367, 0.347, 0.399]}